1.
Formula: C7H15NO2
Source: the Open Molecules 2025 dataset
Level of theory: ωB97M-V/def2-TZVPD

Element x y z (Å)
1 C 1.22 2.10 0.00
2 C 1.75 -0.43 0.26
3 C 0.48 0.93 0.67
4 O 0.31 0.93 1.92
5 H 0.58 2.98 0.10
6 H 1.44 1.94 -1.04
7 H 2.13 2.28 0.57
8 H 2.11 -0.42 -0.77
9 H 1.64 -1.45 0.63
10 H 2.46 0.06 0.92
11 C -0.17 -1.58 -1.51
12 C -0.82 -1.67 0.96
13 C -0.84 0.55 -0.21
14 C -0.47 -0.88 -0.24
15 N -1.99 1.00 0.52
16 O -0.85 1.06 -1.53
17 H -1.25 1.94 -1.45
18 H -2.81 0.42 0.39
19 H -1.75 1.09 1.50
20 H 0.48 -2.44 -1.35
21 H -1.12 -1.95 -1.90
22 H -1.91 -1.79 1.01
23 H -0.36 -2.66 0.95
24 H -0.53 -1.12 1.87
25 H 0.25 -0.91 -2.26

Values from the calculation:
net charge	0
DFT total energy	-480.8314	hartree
M	145.2	g/mol
max |F|	0.0099	Eh/bohr
LUMO level (alpha / beta)	-0.2 / -0.2	eV
orbital gap (alpha / beta)	7.9 / 7.9	eV

---

2.
Formula: C7H15NO2PS2
Source: the Open Molecules 2025 dataset
Level of theory: ωB97M-V/def2-TZVPD

Element x y z (Å)
1 C 1.01 1.08 -1.10
2 C -2.13 -0.15 1.71
3 C -2.85 0.40 0.43
4 C -1.61 -1.56 1.22
5 C -2.25 -0.44 -0.69
6 C -1.52 -1.44 -0.26
7 C 1.26 0.57 0.16
8 N -0.17 1.63 -1.51
9 O 1.91 0.85 -2.07
10 O 2.88 -0.71 1.78
11 P 2.84 -0.20 0.28
12 S 4.39 1.28 0.01
13 S 3.28 -1.94 -0.70
14 H -1.24 0.38 1.90
15 H -2.64 -0.19 2.62
16 H -3.98 0.20 0.31
17 H -2.61 1.54 0.34
18 H -0.79 -1.91 1.70
19 H -2.37 -2.37 1.39
20 H -2.48 -0.44 -1.75
21 H 1.68 1.29 -2.91
22 H -0.92 -2.08 -0.96
23 H 0.64 0.60 1.08
24 H -0.79 1.47 -0.73
25 H -0.58 1.53 -2.45
26 H 2.32 -0.21 2.40
27 H 3.52 2.33 -0.20
28 H 3.21 -1.50 -2.01

Values from the calculation:
multiplicity	3
net charge	+1
DFT total energy	-1618.2356	hartree
M	240.3	g/mol
max |F|	0.1240	Eh/bohr
LUMO level (alpha / beta)	-3.7 / -8.0	eV
orbital gap (alpha / beta)	3.1 / 3.9	eV

---

3.
Formula: C7H15NO2S
Source: the Open Molecules 2025 dataset
Level of theory: ωB97M-V/def2-TZVPD

Element x y z (Å)
1 C 1.83 -0.49 -3.64
2 C 1.40 0.51 -2.59
3 C 0.39 -0.18 -1.63
4 C -0.13 0.93 -0.68
5 C -1.30 0.73 0.29
6 C -0.97 -0.51 1.09
7 N -1.87 -1.37 1.56
8 O -3.06 -1.47 1.22
9 O -1.42 -2.42 2.41
10 H 2.14 -1.45 -3.10
11 H 1.19 -0.65 -4.41
12 H 2.64 -0.10 -4.13
13 H 0.70 1.28 -2.89
14 H 2.14 0.85 -1.91
15 H -0.48 -0.52 -2.07
16 H 0.92 -0.90 -1.15
17 H 0.68 1.18 -0.15
18 H -0.24 1.86 -1.40
19 H -1.31 1.39 1.12
20 H -2.26 0.58 -0.26
21 H 0.11 -0.48 1.45
22 H -1.91 -3.24 2.36
23 C 0.14 1.09 4.74
24 S 0.55 1.87 3.37
25 H 0.54 1.47 5.67
26 H -0.44 0.05 4.72

Values from the calculation:
net charge	0
DFT total energy	-878.9017	hartree
SMILES	CCCCC/C=[N+](\[O-])O.C=S
M	177.3	g/mol
max |F|	0.0817	Eh/bohr
LUMO level	-0.7	eV
orbital gap	7.8	eV

---

4.
Formula: C7H15NOS
Source: the Open Molecules 2025 dataset
Level of theory: ωB97M-V/def2-TZVPD

Element x y z (Å)
1 C -3.05 -2.57 2.64
2 C 0.59 -2.25 1.03
3 C -2.79 -1.36 2.40
4 C 0.20 2.13 0.07
5 C 1.91 1.49 -1.74
6 C -0.43 0.74 -1.93
7 C 0.69 1.07 -0.95
8 N 0.91 -0.10 -0.16
9 O 0.12 0.29 2.19
10 S -0.23 -0.52 1.04
11 H -2.96 -3.54 2.95
12 H 1.51 -2.83 2.03
13 H -0.05 -2.90 0.48
14 H 1.31 -2.07 0.18
15 H -3.26 -0.51 1.97
16 H 1.04 2.15 0.83
17 H -0.06 3.08 -0.50
18 H -0.64 1.74 0.69
19 H 2.81 1.32 -1.22
20 H 1.78 2.68 -1.90
21 H 1.88 1.07 -2.75
22 H -0.10 -0.03 -2.64
23 H -1.35 0.23 -1.50
24 H -0.92 1.61 -2.40
25 H 1.08 -0.90 -0.82

Values from the calculation:
net charge	0
DFT total energy	-803.6433	hartree
M	161.3	g/mol
max |F|	0.1119	Eh/bohr
LUMO level	0.6	eV
orbital gap	9.4	eV

---

5.
Formula: C7H15O3P
Source: the Open Molecules 2025 dataset
Level of theory: ωB97M-V/def2-TZVPD

Element x y z (Å)
1 C -1.33 -3.10 1.42
2 C -1.93 -1.86 0.66
3 O -3.04 -1.83 0.18
4 P -0.70 -0.21 -0.18
5 C -0.09 -1.52 -1.33
6 O -2.09 0.50 -0.35
7 C 0.51 0.78 1.09
8 C 0.97 1.63 -0.10
9 C 2.41 1.32 -0.63
10 C 0.63 3.09 -0.09
11 O 0.11 1.12 -1.12
12 H -0.33 -3.26 1.03
13 H -2.01 -3.82 1.08
14 H -1.48 -2.89 2.42
15 H 0.89 -1.63 -1.02
16 H -0.65 -2.38 -1.37
17 H 0.08 -1.16 -2.30
18 H -2.75 -0.18 -0.18
19 H 1.31 0.13 1.54
20 H -0.04 1.30 1.79
21 H 2.73 0.56 0.03
22 H 2.99 2.21 -0.64
23 H 2.15 0.85 -1.60
24 H 1.05 3.57 -1.00
25 H 1.07 3.67 0.63
26 H -0.47 3.10 0.02

Values from the calculation:
net charge	0
DFT total energy	-842.7122	hartree
SMILES	CC(=O)P1(C)(O)CC(C)(C)O1
M	178.2	g/mol
max |F|	0.0814	Eh/bohr
LUMO level	0.7	eV
orbital gap	8.9	eV

---

6.
Formula: C7H16
Source: the Open Molecules 2025 dataset
Level of theory: ωB97M-V/def2-TZVPD

Element x y z (Å)
1 C -0.65 2.32 0.08
2 C 0.27 1.39 -0.49
3 C 1.22 0.57 0.52
4 C 1.89 -0.45 -0.52
5 C 2.76 -1.54 0.29
6 H -1.55 1.83 0.68
7 H -0.09 2.97 0.86
8 H -1.32 2.80 -0.69
9 H 0.97 2.06 -1.01
10 H -0.33 0.65 -1.07
11 H 2.11 1.33 0.86
12 H 0.78 0.06 1.48
13 H 2.38 -0.11 -1.27
14 H 0.99 -1.10 -0.93
15 H 2.03 -2.13 0.70
16 H 3.31 -2.22 -0.35
17 H 3.32 -0.95 1.13
18 C -3.07 -0.95 0.62
19 C -2.61 -1.44 -0.60
20 H -2.60 -0.92 1.59
21 H -4.09 -0.52 0.83
22 H -1.65 -1.72 -0.59
23 H -3.08 -1.38 -1.56

Values from the calculation:
net charge	0
DFT total energy	-276.1645	hartree
SMILES	CCCCC.C=C
M	100.2	g/mol
max |F|	0.1838	Eh/bohr
LUMO level	1.1	eV
orbital gap	11.1	eV

---

7.
Formula: C7H16AlCl3IO
Source: the Open Molecules 2025 dataset
Level of theory: ωB97M-V/def2-TZVPD

Element x y z (Å)
1 C 3.72 1.35 -0.49
2 C 2.25 1.10 -0.71
3 O 1.58 2.26 -1.07
4 Al -0.22 2.13 -1.37
5 C -1.17 3.09 0.14
6 C -0.87 0.22 -1.61
7 C -0.67 -0.71 -0.42
8 C -1.44 -2.01 -0.50
9 I -3.52 -1.78 -0.06
10 H 4.18 1.76 -1.39
11 H 4.21 0.40 -0.27
12 H 3.87 2.02 0.34
13 H 2.16 0.30 -1.47
14 H 1.85 0.68 0.22
15 H -0.52 2.92 -2.76
16 H -1.08 2.61 1.11
17 H -2.22 3.22 -0.12
18 H -0.73 4.08 0.21
19 H -1.94 0.29 -1.79
20 H -0.43 -0.23 -2.51
21 H 0.38 -1.02 -0.41
22 H -0.86 -0.19 0.51
23 H -1.40 -2.39 -1.51
24 H -1.01 -2.76 0.15
25 C -1.32 -3.45 3.10
26 Cl -0.41 -4.71 2.26
27 Cl -1.73 -3.98 4.74
28 Cl -0.41 -1.94 3.14
29 H -2.24 -3.27 2.56

Values from the calculation:
net charge	-1
DFT total energy	-2272.3394	hartree
M	376.4	g/mol
max |F|	0.0158	Eh/bohr
LUMO level	2.3	eV
orbital gap	6.9	eV

---

8.
Formula: C7H16BCl3O3P
Source: the Open Molecules 2025 dataset
Level of theory: ωB97M-V/def2-TZVPD

Element x y z (Å)
1 C 2.67 -2.84 -0.10
2 C 3.82 -1.73 -0.53
3 B 3.50 -0.27 0.20
4 O 4.73 0.54 0.56
5 P 1.70 0.36 0.59
6 C 0.82 1.08 -0.94
7 C -0.79 1.29 -0.81
8 C -1.52 0.45 0.39
9 C -1.75 -1.14 -0.07
10 O -2.33 -1.51 -1.23
11 O -1.34 -2.20 0.87
12 H 2.35 -2.70 1.03
13 H 3.15 -3.90 -0.25
14 H 1.74 -2.78 -0.83
15 H 3.92 -1.65 -1.70
16 H 4.86 -2.11 -0.10
17 H 4.48 1.49 0.72
18 H 1.90 1.46 1.55
19 H 0.90 -0.68 1.20
20 H 1.10 0.45 -1.91
21 H 1.29 2.16 -1.13
22 H -1.27 0.90 -1.83
23 H -1.12 2.42 -0.72
24 H -1.05 0.56 1.45
25 H -2.63 0.89 0.48
26 H -1.49 -1.90 1.83
27 C -5.55 2.19 0.18
28 Cl -6.71 3.50 -0.10
29 Cl -3.89 2.80 0.03
30 Cl -5.80 1.45 1.77
31 H -5.70 1.42 -0.58

Values from the calculation:
net charge	+1
DFT total energy	-2248.4514	hartree
M	296.3	g/mol
max |F|	0.1823	Eh/bohr
LUMO level	-4.6	eV
orbital gap	8.8	eV

---

9.
Formula: C7H16ClFGaO8S2
Source: the Open Molecules 2025 dataset
Level of theory: ωB97M-V/def2-TZVPD

Element x y z (Å)
1 C 2.69 2.30 -1.87
2 C 1.75 1.26 -1.29
3 Cl 2.72 -0.28 -0.95
4 C 0.53 1.03 -2.13
5 Ga -0.82 2.52 -1.77
6 F -0.62 2.88 0.04
7 H 2.94 2.07 -2.91
8 H 2.21 3.27 -1.80
9 H 3.62 2.33 -1.30
10 H 1.45 1.59 -0.30
11 H 0.79 1.02 -3.19
12 H 0.08 0.06 -1.90
13 H -0.40 3.85 -2.56
14 H -2.33 2.03 -2.00
15 C 0.45 -4.62 -1.55
16 C 0.25 -3.21 -1.04
17 O -0.76 -2.68 -1.92
18 S -1.76 -3.82 -2.36
19 O -2.92 -3.81 -1.54
20 O -1.88 -3.80 -3.77
21 O -0.86 -5.06 -1.91
22 H 1.08 -4.63 -2.44
23 H 0.86 -5.29 -0.80
24 H 1.15 -2.61 -1.08
25 H -0.14 -3.21 -0.02
26 C -1.92 2.07 3.89
27 C -0.85 2.04 2.83
28 O 0.32 1.61 3.56
29 S -0.09 0.60 4.71
30 O 0.09 -0.74 4.29
31 O 0.50 1.05 5.93
32 O -1.65 0.92 4.71
33 H -1.85 2.97 4.52
34 H -2.92 1.99 3.48
35 H -0.65 3.00 2.36
36 H -1.07 1.31 2.05

Values from the calculation:
net charge	-1
DFT total energy	-4159.5082	hartree
M	416.5	g/mol
max |F|	0.0137	Eh/bohr
LUMO level	2.6	eV
orbital gap	8.1	eV

---

10.
Formula: C7H16ClN2S4Sn
Source: the Open Molecules 2025 dataset
Level of theory: ωB97M-V/def2-TZVPD

Element x y z (Å)
1 Sn 0.12 2.72 -1.22
2 S 2.28 3.24 -2.07
3 S 2.23 5.21 -1.60
4 S 2.22 5.11 0.45
5 S 0.43 4.11 0.77
6 Cl -2.80 1.40 -0.58
7 C -2.01 2.95 -0.93
8 H -2.06 3.60 -0.06
9 H -2.50 3.40 -1.79
10 C -1.30 -2.43 1.98
11 C 0.10 -2.26 1.41
12 N 0.11 -1.39 0.22
13 C -0.24 -2.04 -1.05
14 C 0.98 -2.43 -1.87
15 C 0.38 -0.09 0.29
16 C 0.65 0.53 1.63
17 N 0.43 0.67 -0.80
18 H -1.26 -3.10 2.84
19 H -1.98 -2.86 1.24
20 H -1.71 -1.48 2.30
21 H 0.51 -3.22 1.09
22 H 0.79 -1.86 2.15
23 H -0.92 -1.39 -1.60
24 H -0.82 -2.92 -0.79
25 H 1.61 -1.58 -2.11
26 H 0.66 -2.89 -2.80
27 H 1.59 -3.16 -1.33
28 H 1.60 0.16 2.01
29 H -0.13 0.28 2.34
30 H 0.73 1.61 1.53
31 H 0.31 0.13 -1.65

Values from the calculation:
net charge	+1
DFT total energy	-2652.8915	hartree
M	410.7	g/mol
max |F|	0.0321	Eh/bohr
LUMO level	-4.4	eV
orbital gap	7.2	eV

---

11.
Formula: C7H16N
Source: the Open Molecules 2025 dataset
Level of theory: ωB97M-V/def2-TZVPD

Element x y z (Å)
1 C -1.66 -0.70 0.76
2 C -1.08 0.71 0.81
3 C -0.77 1.42 -0.44
4 C 0.00 0.56 -1.37
5 C 1.04 -0.14 -0.53
6 C 2.33 0.09 -0.51
7 C 3.10 -0.27 0.77
8 N -2.87 -0.82 -0.11
9 H -1.84 -0.89 1.94
10 H -0.84 -1.38 0.47
11 H -0.22 0.76 1.51
12 H -1.84 1.34 1.32
13 H -1.71 1.75 -0.82
14 H -0.18 2.31 -0.30
15 H -0.47 -0.12 -2.08
16 H 0.55 1.19 -2.13
17 H 1.69 -3.29 1.41
18 H 2.95 0.53 -1.37
19 H 2.49 -0.11 1.73
20 H 4.03 0.33 1.00
21 H 3.34 -1.37 0.79
22 H -3.75 -0.26 -0.12
23 H 1.04 -3.57 1.14
24 H -2.88 -1.64 -0.69

Values from the calculation:
net charge	+1
DFT total energy	-330.5736	hartree
M	114.2	g/mol
max |F|	0.1224	Eh/bohr
LUMO level	-7.7	eV
orbital gap	4.7	eV

---

12.
Formula: C7H16N2
Source: the Open Molecules 2025 dataset
Level of theory: ωB97M-V/def2-TZVPD

Element x y z (Å)
1 C 2.18 0.21 1.32
2 C -1.11 0.84 0.51
3 C -1.51 -0.29 -0.05
4 C -0.57 2.14 -0.10
5 C -2.10 -1.26 1.00
6 C -1.46 -0.54 -1.49
7 C 2.52 -0.05 -1.03
8 N 1.14 -1.53 0.17
9 N 1.89 -0.47 0.25
10 H 2.44 1.20 1.47
11 H 2.04 -0.32 2.23
12 H -1.19 1.03 1.64
13 H -0.67 2.14 -1.15
14 H 0.41 2.08 0.03
15 H -1.07 3.09 0.40
16 H -1.91 -2.36 0.55
17 H -3.25 -1.16 0.96
18 H -1.77 -1.26 2.06
19 H -0.68 0.16 -2.01
20 H -2.42 -0.33 -1.87
21 H -1.32 -1.50 -1.63
22 H 1.76 -0.52 -1.73
23 H 2.54 1.04 -1.18
24 H 3.47 -0.58 -1.37
25 H 0.63 -1.75 1.00

Values from the calculation:
net charge	0
DFT total energy	-385.6314	hartree
M	128.2	g/mol
max |F|	0.0939	Eh/bohr
LUMO level	0.9	eV
orbital gap	8.6	eV

---

Question: Which formula does entry 9 have?
Answer: C7H16ClFGaO8S2